No. 1
Computed, not measured: a molecular structure, C6H10O in a non-equilibrium geometry, with ωB97M-V/def2-TZVPD.

Geometry as XYZ:
```
17
C6H10O (ωB97M-V/def2-TZVPD)
C -1.885 0.187 1.470
C -0.473 0.228 0.956
O 0.199 -1.019 0.802
C 1.236 -0.226 0.180
C 1.487 -0.818 -1.228
C 0.191 -0.065 -1.676
C 0.151 0.742 -0.335
H -2.600 -0.369 0.855
H -1.848 -0.278 2.459
H -2.236 1.216 1.580
H 0.230 0.788 1.724
H 1.741 0.266 1.080
H 1.444 -1.914 -1.296
H 2.391 -0.462 -1.732
H 0.356 0.601 -2.531
H -0.672 -0.700 -1.891
H 0.287 1.823 -0.415
```

As for the total charge: 0. The HOMO energy is -9.5265 eV. For the energy above the lowest of the compared OMol25 structures with the same formula, charge and spin, the calculation gives 60.2 kcal/mol. The value obtained for the gap between HOMO and LUMO is 0.39161 Ha.


No. 2
Computed, not measured: 4 unconnected molecules or ions with the total composition C10H14N4 in a non-equilibrium geometry, with ωB97M-V/def2-TZVPD.

Geometry as XYZ:
```
28
C10H14N4 (ωB97M-V/def2-TZVPD)
C -6.171 12.874 -16.894
C -7.025 13.103 -18.001
C -6.830 12.126 -18.881
N -5.996 11.173 -18.325
C -5.578 11.648 -17.123
H -5.943 13.570 -16.101
H -7.636 13.992 -18.049
H -7.370 11.911 -19.792
H -5.816 10.238 -18.662
H -4.803 11.167 -16.545
C 3.442 3.342 -5.119
C 2.450 4.397 -5.444
N 1.699 5.234 -5.754
H 3.480 2.429 -5.714
H 3.076 3.042 -4.137
H 4.417 3.816 -5.007
C -0.844 9.757 -8.982
C -1.369 10.513 -10.195
N -1.791 11.056 -11.132
H -1.320 10.290 -8.159
H 0.234 9.912 -8.994
H -1.282 8.775 -8.802
C -2.852 3.803 -8.117
C -4.042 3.809 -9.041
N -4.951 3.754 -9.769
H -2.941 2.983 -7.404
H -2.885 4.676 -7.465
H -2.043 3.633 -8.828
```

As for the total charge: 0. The HOMO energy is -8.1092 eV. For the energy above the lowest of the compared OMol25 structures with the same formula, charge and spin, the calculation gives 26.0 kcal/mol. The value obtained for the gap between HOMO and LUMO is 0.31080 Ha. The SMILES is c1cc[nH]c1.CC#N.CC#N.CC#N.


No. 3
Computed, not measured: a molecular structure, C29H45N4O2SZn, with ωB97M-V/def2-TZVPD.

Geometry as XYZ:
```
82
C29H45N4O2SZn (ωB97M-V/def2-TZVPD)
Zn 2.179 0.124 1.275
C -4.334 -3.882 1.022
C -3.730 -2.710 0.243
C -4.735 -1.545 0.262
C -3.503 -3.163 -1.206
C -2.410 -2.228 0.853
C -1.690 -1.254 0.242
C -0.468 -0.801 0.812
N 0.384 0.074 0.275
C 0.326 0.922 -0.744
C -0.830 1.276 -1.500
C -0.729 2.128 -2.546
C 0.582 2.595 -2.898
C 1.742 2.344 -2.219
C 1.617 1.589 -1.002
O 2.557 1.478 -0.149
C 3.058 2.931 -2.764
C 2.998 4.465 -2.680
C 4.322 2.460 -2.034
C 3.211 2.507 -4.238
C -1.981 2.578 -3.302
C -2.822 3.465 -2.368
C -1.642 3.382 -4.560
C -2.809 1.353 -3.720
C 0.019 -1.351 2.090
O 1.046 -0.816 2.633
C -0.706 -2.441 2.668
C -1.882 -2.789 2.056
C -0.293 -3.197 3.947
C 1.128 -2.895 4.441
C -1.278 -2.832 5.070
C -0.358 -4.712 3.683
H -5.263 -4.190 0.538
H -4.578 -3.605 2.051
H -3.666 -4.747 1.037
H -5.697 -1.868 -0.144
H -4.379 -0.703 -0.338
H -4.895 -1.190 1.283
H -4.441 -3.527 -1.633
H -2.772 -3.974 -1.248
H -3.145 -2.349 -1.840
H -2.007 -0.863 -0.711
H -1.794 0.902 -1.192
H 0.657 3.219 -3.779
H 2.876 4.792 -1.644
H 2.167 4.867 -3.265
H 3.924 4.896 -3.069
H 4.370 2.833 -1.013
H 5.189 2.839 -2.580
H 4.392 1.372 -2.003
H 2.397 2.875 -4.865
H 3.243 1.418 -4.326
H 4.144 2.909 -4.639
H -2.258 4.351 -2.065
H -3.116 2.923 -1.466
H -3.730 3.796 -2.879
H -1.110 4.306 -4.321
H -2.568 3.660 -5.065
H -1.041 2.802 -5.266
H -3.198 0.811 -2.854
H -2.210 0.662 -4.318
H -3.665 1.670 -4.319
H -2.457 -3.580 2.517
H 1.233 -1.866 4.780
H 1.876 -3.079 3.667
H 1.341 -3.558 5.283
H -1.257 -1.757 5.269
H -1.009 -3.356 5.991
H -2.303 -3.109 4.809
H 0.308 -4.992 2.863
H -1.364 -5.056 3.438
H -0.040 -5.251 4.578
N 3.099 1.444 2.833
N 4.400 1.049 3.127
C 4.971 -0.042 2.573
N 6.218 -0.295 2.977
S 4.234 -1.067 1.454
H 3.100 2.385 2.456
H 2.522 1.395 3.665
H 4.920 1.588 3.799
H 6.717 0.292 3.625
H 6.695 -1.088 2.586
```

As for the total charge: +1. The HOMO energy (alpha / beta) is -9.9218 / -9.9233 eV. For the energy above the lowest of the compared OMol25 structures with the same formula, charge and spin, the calculation gives 0.0 kcal/mol. The value obtained for the gap between HOMO and LUMO (alpha / beta) is 0.19987 / 0.19997 Ha.


No. 4
Computed, not measured: a molecular structure, C19H25N2O2PSTm in a non-equilibrium geometry, with ωB97M-V/def2-TZVPD.

Geometry as XYZ:
```
51
C19H25N2O2PSTm (ωB97M-V/def2-TZVPD)
C -0.325 4.456 -3.905
O -0.632 3.912 -2.604
C -1.644 2.904 -2.688
C -1.826 2.137 -1.312
C -3.068 2.640 -0.467
C -2.759 2.961 1.044
C -3.144 1.746 2.038
C -1.951 0.758 1.955
C -0.558 1.066 2.417
C 0.526 0.111 2.269
C 0.298 -1.226 1.669
C -1.131 -1.502 1.216
C -2.214 -0.569 1.353
S -1.427 -3.128 0.430
C 0.140 -3.347 -0.486
C 0.100 -4.024 -1.809
C 1.318 -4.207 -2.591
C 2.609 -3.656 -1.970
C 2.639 -2.960 -0.580
N 3.892 -2.465 -0.062
C 1.390 -2.817 0.196
N 1.244 -2.255 1.486
P 2.449 -2.573 2.711
C 3.670 -1.139 2.946
O 1.603 -2.586 4.170
H 0.781 4.398 -4.114
H -0.857 3.897 -4.726
H -0.629 5.540 -3.942
H -1.306 2.150 -3.459
H -2.614 3.331 -3.058
H -0.848 2.183 -0.763
H -2.049 1.066 -1.599
H -3.413 3.609 -0.931
H -3.943 1.937 -0.581
H -1.680 3.213 1.238
H -3.415 3.827 1.341
H -3.305 2.109 3.089
H -4.079 1.289 1.611
H -0.397 2.073 2.882
H 1.542 0.397 2.615
H -3.226 -0.891 0.994
H -0.909 -4.369 -2.158
H 1.239 -4.699 -3.588
H 3.569 -3.790 -2.600
H 3.708 -1.540 0.358
H 4.543 -2.241 -0.834
H 4.680 -1.638 2.993
H 3.582 -0.423 2.089
H 3.470 -0.655 3.946
H 1.822 -3.417 4.634
Tm 2.536 -1.594 -2.862
```

As for the total charge: +3. The expectation value of S² is 2.0230. The HOMO energy (alpha / beta) is -16.0252 / -16.0249 eV. The spin multiplicity is 3. The value obtained for the gap between HOMO and LUMO (alpha / beta) is 0.16719 / 0.14299 Ha.


No. 5
Computed, not measured: 2 unconnected molecules or ions with the total composition C5H13NO2 in a non-equilibrium geometry, with ωB97M-V/def2-TZVPD.

Geometry as XYZ:
```
21
C5H13NO2 (ωB97M-V/def2-TZVPD)
N -0.065 0.701 2.091
C -0.390 -0.600 1.564
C 0.590 -1.222 0.539
C 0.432 -0.740 -0.906
C 1.465 0.247 -1.455
C 1.110 1.703 -1.364
O 1.587 2.475 -0.579
H 0.693 0.687 2.756
H 0.091 1.392 1.368
H -1.307 -0.481 0.986
H -0.479 -1.321 2.375
H 0.608 -2.320 0.592
H 1.631 -1.023 0.829
H -0.552 -0.218 -0.972
H 0.117 -1.507 -1.617
H 2.348 0.147 -0.819
H 1.906 -0.042 -2.414
H 0.338 2.030 -2.101
O -3.766 0.000 -0.305
H -3.138 -0.624 0.073
H -3.219 0.718 -0.641
```

As for the total charge: 0. The HOMO energy is -9.2374 eV. For the energy above the lowest of the compared OMol25 structures with the same formula, charge and spin, the calculation gives 48.5 kcal/mol. The value obtained for the gap between HOMO and LUMO is 0.36301 Ha. The SMILES is NCCCCC=O.O.


No. 6
Computed, not measured: a molecular structure, C6H16N2O in a non-equilibrium geometry, with ωB97M-V/def2-TZVPD.

Geometry as XYZ:
```
25
C6H16N2O (ωB97M-V/def2-TZVPD)
C 0.699 0.123 0.453
C -0.535 -0.817 1.734
C -0.497 0.385 -0.342
C 0.069 1.285 -1.875
C -1.927 -0.401 2.150
C 0.688 0.343 -2.883
N 1.549 -0.892 0.022
N 1.427 1.213 0.894
O -0.539 -2.192 1.292
H -1.263 -2.299 0.660
H 0.128 -0.803 2.605
H 2.213 -1.195 0.726
H 1.010 -1.709 -0.265
H 1.204 1.786 1.694
H 2.356 1.300 0.503
H -1.166 1.140 0.057
H -0.957 -0.490 -0.791
H 0.742 2.119 -1.653
H -0.845 1.736 -2.276
H -2.341 -1.057 2.928
H -1.936 0.632 2.507
H -2.634 -0.486 1.314
H 1.684 0.018 -2.562
H 0.810 0.808 -3.870
H 0.062 -0.546 -3.022
```

As for the total charge: 0. The HOMO energy is -7.1157 eV. For the energy above the lowest of the compared OMol25 structures with the same formula, charge and spin, the calculation gives 82.8 kcal/mol. The value obtained for the gap between HOMO and LUMO is 0.29544 Ha.


No. 7
Computed, not measured: 2 unconnected molecules or ions with the total composition C2H7N3O2 in a non-equilibrium geometry, with ωB97M-V/def2-TZVPD.

Geometry as XYZ:
```
14
C2H7N3O2 (ωB97M-V/def2-TZVPD)
C -0.833 -1.761 0.159
N -0.534 0.494 0.647
N -0.533 1.246 1.597
H -1.241 0.952 2.296
H -1.047 -1.678 1.217
H -1.588 -1.420 -0.536
H -0.320 -2.675 -0.102
C 0.304 0.692 -0.642
N 1.479 1.470 -0.511
O 0.781 -0.908 -0.627
O -0.478 0.886 -1.589
H 0.733 -1.063 -1.584
H 2.002 1.316 0.341
H 1.276 2.448 -0.666
```

As for the total charge: 0. The HOMO energy (alpha / beta) is -8.3487 / -8.3482 eV. For the energy above the lowest of the compared OMol25 structures with the same formula, charge and spin, the calculation gives 148.1 kcal/mol. The value obtained for the gap between HOMO and LUMO (alpha / beta) is 0.28629 / 0.28626 Ha.


No. 8
Computed, not measured: 10 unconnected molecules or ions with the total composition C37H89IN2O14 in a non-equilibrium geometry, with ωB97M-V/def2-TZVPD.

Geometry as XYZ:
```
143
C37H89IN2O14 (ωB97M-V/def2-TZVPD)
C 7.399 -1.001 0.008
C 7.095 -0.527 -1.508
C 5.509 -0.258 -1.742
O 5.053 0.874 -1.441
O 4.784 -1.336 -2.323
C 3.346 -1.232 -2.013
C 3.175 -1.501 -0.438
N 1.920 -2.219 -0.028
C 0.667 -1.436 -0.335
C 0.466 -0.083 0.506
N 1.151 1.125 -0.099
C 1.730 -3.558 -0.735
C 3.052 -4.468 -0.755
O 3.629 -4.973 0.228
I 3.987 -4.882 -2.718
C 2.090 -2.518 1.464
O 2.678 -1.689 2.257
O 1.579 -3.664 2.051
H 7.114 -0.177 0.773
H 8.528 -1.205 0.164
H 6.806 -1.954 0.270
H 7.621 0.459 -1.746
H 7.488 -1.362 -2.209
H 2.915 -0.198 -2.244
H 2.832 -1.979 -2.705
H 4.146 -2.031 -0.088
H 3.223 -0.460 0.069
H 0.627 -1.210 -1.471
H -0.225 -2.149 -0.146
H 0.717 -0.145 1.618
H -0.677 0.173 0.454
H 0.899 1.965 0.452
H 0.860 1.211 -1.082
H 0.823 -4.139 -0.302
H 1.441 -3.389 -1.846
C -4.532 2.225 1.564
C -3.029 2.010 1.653
C -2.428 2.782 2.817
O -2.416 2.433 0.435
H -4.767 3.281 1.400
H -4.949 1.673 0.715
H -5.033 1.894 2.477
H -2.817 0.943 1.771
H -2.590 3.858 2.697
H -1.346 2.628 2.863
H -2.866 2.468 3.768
H -2.599 3.376 0.322
C -0.817 -5.937 1.824
C -2.134 -5.450 1.242
C -3.059 -6.611 0.912
O -1.878 -4.696 0.055
H -0.285 -6.574 1.108
H -0.159 -5.092 2.045
H -0.978 -6.505 2.744
H -2.625 -4.780 1.954
H -2.606 -7.271 0.165
H -3.997 -6.245 0.483
H -3.288 -7.199 1.804
H -1.444 -5.282 -0.581
C 12.312 -2.401 -2.084
C 11.699 -1.314 -1.215
C 12.476 -1.137 0.080
O 10.347 -1.654 -0.914
H 12.298 -3.367 -1.569
H 11.737 -2.526 -3.006
H 13.345 -2.161 -2.346
H 11.682 -0.369 -1.766
H 12.468 -2.059 0.670
H 12.018 -0.360 0.699
H 13.515 -0.859 -0.118
H 10.352 -2.490 -0.427
C -3.838 -1.045 -2.595
C -3.590 -1.573 -1.190
C -4.887 -1.693 -0.407
O -2.701 -0.693 -0.503
H -4.284 -0.046 -2.564
H -2.895 -0.952 -3.142
H -4.503 -1.708 -3.154
H -3.102 -2.550 -1.245
H -5.371 -0.716 -0.300
H -4.693 -2.062 0.604
H -5.585 -2.375 -0.901
H -3.125 0.177 -0.449
C -7.347 6.165 0.029
C -7.247 5.933 1.528
C -7.754 7.136 2.309
O -5.889 5.678 1.879
H -6.738 7.022 -0.276
H -6.969 5.298 -0.520
H -8.381 6.347 -0.275
H -7.826 5.047 1.802
H -7.158 8.027 2.084
H -7.666 6.960 3.385
H -8.800 7.347 2.074
H -5.368 6.457 1.641
C 2.920 1.384 2.747
C 2.306 2.473 3.612
C 3.076 2.648 4.911
O 0.949 2.136 3.905
H 2.900 0.418 3.261
H 2.351 1.261 1.823
H 3.956 1.620 2.490
H 2.295 3.418 3.061
H 3.061 1.725 5.501
H 2.616 3.425 5.528
H 4.115 2.923 4.720
H 0.949 1.300 4.392
C 7.413 2.954 5.664
C 6.797 4.042 6.530
C 7.568 4.218 7.829
O 5.444 3.705 6.824
H 7.394 1.988 6.179
H 6.842 2.830 4.739
H 8.448 3.192 5.407
H 6.785 4.987 5.979
H 7.555 3.295 8.419
H 7.108 4.995 8.446
H 8.609 4.494 7.637
H 5.443 2.870 7.311
C -3.963 -0.684 -7.656
C -4.497 -0.847 -6.241
C -5.851 -1.540 -6.236
O -4.621 0.437 -5.631
H -4.639 -0.069 -8.260
H -2.996 -0.174 -7.645
H -3.842 -1.653 -8.146
H -3.786 -1.425 -5.644
H -6.591 -0.955 -6.790
H -6.227 -1.639 -5.214
H -5.786 -2.535 -6.683
H -5.248 0.955 -6.152
C -11.183 -0.880 -4.726
C -9.680 -1.091 -4.639
C -9.079 -0.318 -3.475
O -9.070 -0.666 -5.855
H -11.421 0.176 -4.889
H -11.600 -1.432 -5.574
H -11.683 -1.213 -3.813
H -9.465 -2.157 -4.522
H -9.244 0.758 -3.594
H -7.997 -0.470 -3.431
H -9.516 -0.634 -2.524
H -9.254 0.276 -5.968
```

As for the total charge: 0. The HOMO energy is -8.3781 eV. The value obtained for the gap between HOMO and LUMO is 0.30191 Ha. The SMILES is CCC(=O)OCC[N@@+](CCN)(CC(=O)I)C(=O)[O-].CC(C)O.CC(C)O.CC(C)O.CC(C)O.CC(C)O.CC(C)O.CC(C)O.CC(C)O.CC(C)O.